The following is a DFT calculation (the ωB97M-V functional and the def2-TZVPD basis) of 2 unconnected molecules or ions with the total composition C2H9NO2 at a distorted geometry.

The relative energy (zero: lowest compared OMol25 entry of this formula, charge and spin) is 51.86 kJ/mol. Its strongest force on any atom is 0.021 hartree/bohr. The value obtained for the HOMO energy is -9.63 eV. The total energy is -7804.1884 eV. As for the spin multiplicity: 1. The LUMO energy is 0.90 eV. The SMILES is NCO.CO.

Structure (XYZ):
```
14
C2H9NO2, DFT the ωB97M-V functional and the def2-TZVPD basis
H -0.09585 -2.25833 -1.32779
H -1.49473 0.11534 -1.53932
N 0.65360 0.12138 -1.84450
H 0.53805 1.01336 -2.33875
C -0.65038 -0.50675 -1.85329
C 0.47275 0.77885 2.50516
O 0.24990 0.11232 1.27378
H -0.30594 0.55595 3.22767
H 0.53899 1.85879 2.37232
H 0.79901 0.43273 -0.88500
H 1.45830 0.50612 2.88082
O -0.66079 -1.58970 -0.91991
H -0.63250 -0.26408 1.30579
H -0.87040 -0.87597 -2.85697
```



The following is a DFT calculation (the ωB97M-V functional and the def2-TZVPD basis) of 2 unconnected molecules or ions with the total composition C2HNO2 at a distorted geometry.

The relative energy (zero: lowest compared OMol25 entry of this formula, charge and spin) is 30.64 kJ/mol. Its strongest force on any atom is 0.180 hartree/bohr. The value obtained for the HOMO energy is -12.95 eV. The total energy is -7674.7930 eV. As for the spin multiplicity: 1. The LUMO energy is 0.44 eV. The SMILES is O=C=O.C#N.

Structure (XYZ):
```
6
C2HNO2, DFT the ωB97M-V functional and the def2-TZVPD basis
N -0.20239 1.95794 -1.42319
H -0.62525 1.61988 0.65646
O 4.34725 -0.93141 0.06202
O 3.14103 0.79861 1.09436
C -0.43143 1.69268 -0.37029
C 3.76875 -0.10762 0.55006
```



The following is a DFT calculation (the ωB97M-V functional and the def2-TZVPD basis) of a molecular structure, C27H40N2O7PdS2Si.

The relative energy (zero: lowest compared OMol25 entry of this formula, charge and spin) is 0.00 kJ/mol. As for the expectation value of S²: 2.01. Its strongest force on any atom is 0.012 hartree/bohr. The value obtained for the HOMO energy (alpha / beta) is -8.01 / -7.99 eV. The total energy is -78994.4531 eV. As for the spin multiplicity: 3. The LUMO energy (alpha / beta) is 0.37 / -1.48 eV.

Structure (XYZ):
```
80
C27H40N2O7PdS2Si, DFT the ωB97M-V functional and the def2-TZVPD basis
H 1.06627 3.24910 4.07592
C 4.02389 2.46909 2.47083
H -3.66454 1.36076 -2.37022
H -2.70968 -3.30456 -3.09373
C 2.44073 -5.26540 -2.64137
H -0.18080 -2.67894 0.86766
H -2.47215 1.35804 0.61589
H 1.96116 -2.41187 2.78628
N -2.79603 -2.54023 -3.74173
H 3.85978 -7.79394 -2.05332
H -1.15198 4.72410 -3.20700
O 3.54048 -5.99246 -3.00851
C 0.28627 -1.15028 2.30902
H 1.18420 4.31559 1.76738
C -0.72399 2.93546 -4.31479
H -0.48693 1.00563 -5.22048
H 2.37721 -0.69125 2.65177
H 2.05218 -1.64062 1.19054
C 3.19540 -7.36284 -2.80526
H -1.18276 -0.52108 3.77020
C -2.05037 2.70341 2.26630
C 2.14131 3.08143 4.01278
C -0.55265 -2.32465 1.82806
H -2.10171 -0.62012 -5.01318
C -2.10408 1.03454 -3.81096
H 0.43099 0.16411 4.02390
O 1.83462 1.67991 2.09740
C 2.24027 4.04684 1.69970
C -2.17900 3.98663 1.45422
H 4.29747 2.27305 1.43386
C -2.47363 3.11884 -2.68738
C -2.51929 2.92471 3.69774
O 1.22317 -1.28849 -1.17974
S 0.25143 2.16549 -0.59915
H 4.64484 3.28178 2.85134
O -0.01110 -0.07721 1.39185
H -0.51034 -3.14483 2.54776
H 2.65940 3.95543 4.41206
C -2.60980 -1.31678 -3.22171
H -3.89563 1.85371 1.54158
H -1.59347 -2.01781 1.70887
C 0.04197 -4.25568 -1.81488
H -2.48513 -2.73519 -4.68120
H -3.02395 3.69758 -1.95743
H 0.11781 -1.53053 4.42488
O 0.14058 -1.37853 -3.10286
C -2.82610 1.79142 -2.89586
H -1.61744 4.79095 1.93232
Pd -0.52838 0.21828 -1.46036
C 0.21489 -5.64562 -1.81036
H 0.09943 3.37122 -4.86442
S -2.65351 -1.11233 -1.52945
C -0.11272 -0.73151 3.71781
O 1.84876 -7.41756 -2.33459
H -3.58241 3.16937 3.72233
H 4.22520 1.57151 3.05628
H 3.09917 -3.24573 -2.94324
C 1.05520 -3.40194 -2.22471
H -0.56272 -6.31625 -1.47273
H -0.88553 -3.83055 -1.44922
C -1.42591 3.69368 -3.38627
H 2.83081 4.90140 2.03404
H 2.48050 3.84492 0.65529
O -0.66041 2.36210 2.36821
C 1.76820 -1.49085 2.23162
C -2.84383 1.57230 1.61937
H -3.22534 4.29021 1.38444
Si 0.36705 1.50673 1.42307
N -2.41681 -0.32357 -4.10087
H -2.77142 0.66015 2.21344
H -1.78783 3.84115 0.44654
C 2.29517 -3.90253 -2.64152
C 1.42845 -6.11685 -2.23837
C 2.55015 2.83259 2.56623
C -1.05836 1.61018 -4.52679
H -2.35378 2.02201 4.28699
H 3.26838 -7.89781 -3.75394
C 0.81511 -1.91851 -2.18130
H -1.96240 3.74304 4.15573
H 2.39600 2.21652 4.62742
```



The following is a DFT calculation (the ωB97M-V functional and the def2-TZVPD basis) of a molecular structure, C15H12F5NO10STeTi.

Its charge is -2. The relative energy (zero: lowest compared OMol25 entry of this formula, charge and spin) is 8.78 kJ/mol. Its strongest force on any atom is 0.010 hartree/bohr. The value obtained for the HOMO energy is -3.87 eV. The total energy is -92554.0760 eV. As for the spin multiplicity: 1. The LUMO energy is 3.79 eV.

Structure (XYZ):
```
46
C15H12F5NO10STeTi, DFT the ωB97M-V functional and the def2-TZVPD basis
C 0.77322 -1.70355 -3.13028
C 2.15262 -0.15293 -0.98209
F -2.77985 2.41760 -3.29341
H 2.93744 -0.69461 -1.51641
O 0.45859 5.65533 -0.65399
O 2.03653 4.60582 0.87387
C 0.25548 -1.69013 -1.84219
O 0.63888 -1.28074 0.44395
C 0.98781 -1.05822 -0.69950
O -0.92586 1.44768 -1.39187
F 0.89238 1.14157 -3.59671
F -0.94401 2.12654 -5.34750
Ti -0.84395 2.33516 0.10399
S 0.76982 4.52604 0.18282
C 0.07876 -2.33022 -4.15399
C 0.37892 0.66621 2.45010
C 1.59011 -0.41002 4.26481
H 1.83095 0.67040 -1.62206
H 1.69783 -1.18827 -3.34769
O -2.13242 0.71741 1.05155
C 0.45978 -1.20633 4.54781
Te -0.85618 2.06591 -3.37106
C -1.68500 -2.88524 -2.61791
O -0.48619 -2.83820 5.85654
C 1.55392 0.49632 3.25097
H 2.47767 -0.53786 4.86779
N 0.50808 -2.16193 5.62336
C -0.69084 -1.07560 3.80282
H -1.54713 -1.70000 4.02332
H 2.53640 0.22522 -0.03787
C -1.14695 -2.92243 -3.89938
O 0.71361 3.21770 -0.66978
H -1.70256 -3.38416 -4.70711
H -2.75512 -0.74781 2.25836
C -1.94189 -0.05217 1.98210
H -2.66218 -3.31160 -2.42666
O 0.36846 1.52153 1.51993
H -1.38957 -2.21238 -0.59403
F -2.45514 3.11033 0.05537
O -0.36866 4.16246 1.11429
C -0.74666 -0.15038 2.77011
O 1.54533 -2.26296 6.26688
H 2.40379 1.12085 3.01087
H 0.47707 -2.31655 -5.16054
C -0.98391 -2.27373 -1.59505
F -1.47939 0.31795 -3.66449
```



The following is a DFT calculation (the ωB97M-V functional and the def2-TZVPD basis) of C18H21N5O4S in the gas phase at a distorted geometry.

The relative energy (zero: lowest compared OMol25 entry of this formula, charge and spin) is 432.12 kJ/mol. Its strongest force on any atom is 0.030 hartree/bohr. The value obtained for the HOMO energy is -8.65 eV. The total energy is -45480.4302 eV. As for the spin multiplicity: 1. The LUMO energy is 0.01 eV. The SMILES is CCOc1cc(S(=O)(=O)NCc2ccccc2)c(OCC)cc1-n1cnnn1.

Structure (XYZ):
```
49
C18H21N5O4S, DFT the ωB97M-V functional and the def2-TZVPD basis
H 0.36314 -2.10997 1.74668
H -0.98916 -2.88476 -0.14075
C -0.89392 4.31645 -0.10015
H -3.12219 -1.76359 -0.68667
H -1.70256 3.66723 1.78874
C -1.33288 -2.05192 0.45530
C 0.06152 0.16638 -1.74791
H -1.68543 5.04007 -0.27326
C 2.83295 -2.23553 -1.94304
C 1.24848 -0.50891 -1.41671
S 2.07873 0.93548 2.24314
H 3.30861 -3.97679 -0.78246
H 1.65274 -3.95315 -1.40254
C -0.13642 0.01522 3.42086
H 3.15987 -2.66746 -2.89276
C -0.32218 -0.77902 -4.05686
H -3.91708 0.09467 0.72213
N 1.28790 -0.12771 3.24843
O -0.36542 2.31760 1.20832
H 0.64213 -1.17540 -4.27923
H -0.58317 3.90017 -1.05514
C -2.20639 0.06057 2.00430
C 2.44586 -3.34535 -0.97347
C -0.56854 -1.60943 1.52134
H -0.41811 -0.46716 4.36504
N -1.95103 0.21094 -3.04212
H -2.54916 0.88401 2.61358
C 1.27667 0.75051 0.64239
H -0.04312 4.82045 0.35082
C -1.39327 3.22528 0.83861
H 1.62217 -1.06905 3.12260
C 0.11595 1.44607 0.30688
H 2.74759 -0.64763 0.14237
C 1.83481 -0.18778 -0.19816
C -0.98259 -0.53208 2.29358
C -0.47698 1.13719 -0.91416
H -2.24532 2.68698 0.40671
H -0.30711 1.08971 3.51807
N -2.34577 -0.19913 -4.16786
H 3.64708 -1.62422 -1.53994
C -2.97380 -0.38259 0.94240
O 1.90930 2.25365 2.75794
H 2.09633 -2.93252 -0.03081
C -2.53227 -1.43186 0.15388
O 1.72845 -1.41840 -2.30330
N -0.65661 -0.13250 -2.90952
N -1.37283 -0.81363 -4.83104
O 3.40496 0.40369 2.11157
H -1.39193 1.60521 -1.23781
```



The following is a DFT calculation (the ωB97M-V functional and the def2-TZVPD basis) of 3 unconnected molecules or ions with the total composition C4H13NO3 at a distorted geometry.

The relative energy (zero: lowest compared OMol25 entry of this formula, charge and spin) is 399.51 kJ/mol. Its strongest force on any atom is 0.112 hartree/bohr. The value obtained for the HOMO energy is -9.80 eV. The total energy is -11988.3307 eV. As for the spin multiplicity: 1. The LUMO energy is 0.55 eV. The SMILES is CC[C@H](N)C=O.O.O.

Structure (XYZ):
```
21
C4H13NO3, DFT the ωB97M-V functional and the def2-TZVPD basis
C -0.28610 -1.16867 -2.58876
O -1.91757 1.45541 -0.78074
H 0.18274 -1.94859 0.48959
H 0.35739 -0.88560 -3.57731
O 0.82269 -0.74287 3.80534
H -2.12665 -0.42631 -0.06353
H 0.72296 -0.64868 1.57170
H 0.82300 -1.69453 3.40298
H 1.43286 -1.35048 -1.27186
H 0.52445 1.10443 -0.21266
C -0.04021 0.06769 -0.33885
H 1.06426 3.70454 1.88086
H -1.26263 -0.58275 -2.69100
H 1.24826 0.14269 -2.08389
H -0.28095 3.45385 1.04748
H 0.13750 -0.58404 3.02296
C -1.52539 0.33847 -0.44107
H -0.64707 -2.12290 -2.31864
C 0.67597 -0.63107 -1.53935
N -0.03449 -0.85584 0.80607
O 0.12896 3.37522 1.88069
```